# 1
{"formula": "C3H6N2O", "method": "ωB97M-V/def2-TZVPD", "symbols": ["N", "C", "C", "O", "C", "N", "H", "H", "H", "H", "H", "H"], "coordinates": [[-1.8445, -1.0130, 0.3405], [-1.5789, -0.0418, -0.5098], [1.2369, 1.0487, 0.2403], [1.1042, 0.1211, 1.2889], [1.7761, 0.4169, -0.9855], [2.1739, -0.1063, -1.9372], [-2.0401, -0.7829, 1.3111], [-1.9433, -2.0058, 0.1191], [-1.4343, -0.5302, -1.4949], [0.2738, 1.5056, -0.0162], [1.9339, 1.8209, 0.5700], [0.3425, -0.4332, 1.0737]], "forces_ev_per_a": [[-0.08, 0.19, -0.04], [-0.11, -0.62, 0.12], [0.12, 0.22, -0.13], [-0.13, -0.14, 0.03], [0.35, -0.45, -0.81], [-0.40, 0.50, 0.89], [0.02, -0.05, -0.19], [0.04, 0.24, -0.05], [-0.05, 0.10, 0.13], [0.17, 0.01, 0.01], [-0.05, -0.06, -0.04], [0.11, 0.06, 0.07]], "gap_ev": 9.769, "e_above_lowest_kcal_mol": 88.2, "energy_ev": -8232.8761, "largest_force_ev_per_a": 1.10, "e_lumo_ha": 0.020}



# 2
{"formula": "C3H6N2O", "method": "ωB97M-V/def2-TZVPD", "symbols": ["C", "C", "C", "H", "H", "H", "H", "H", "H", "N", "N", "O"], "coordinates": [[-0.1786, 0.5614, 0.1771], [0.9016, -0.4205, 0.6329], [-0.9053, -0.7595, -0.1809], [-0.3557, 1.1984, -1.7829], [-0.0672, 2.5157, -0.5525], [-0.7247, 1.0057, 1.0586], [1.3308, -0.2011, 1.6940], [1.6239, -0.3612, -0.2201], [0.0835, -2.5147, 0.4166], [0.1983, 1.4774, -0.9066], [-0.0698, -1.5020, 0.5978], [-1.8368, -0.9996, -0.9341]], "forces_ev_per_a": [[-0.80, -0.05, 0.33], [2.06, 1.34, 1.79], [-2.30, 0.86, -1.42], [0.86, 1.03, 1.78], [0.64, -3.26, -1.72], [0.62, -0.13, -1.00], [-0.32, -0.61, -2.04], [-0.05, -0.63, 1.10], [0.01, 1.19, 0.35], [-2.08, 2.04, 0.54], [0.01, -1.69, -0.72], [1.33, -0.09, 1.01]], "gap_ev": 10.467, "e_above_lowest_kcal_mol": 43.1, "energy_ev": -8234.8304, "largest_force_ev_per_a": 3.75, "e_lumo_ha": 0.031}



# 3
{"formula": "C3H6N2O", "method": "ωB97M-V/def2-TZVPD", "symbols": ["N", "C", "C", "O", "C", "N", "H", "H", "H", "H", "H", "H"], "coordinates": [[-1.5895, 0.5557, -0.4845], [-0.2059, 0.2562, -0.5731], [1.1819, 0.8750, 0.1702], [1.5347, -0.4895, 0.4471], [0.2626, -0.9320, 0.2027], [-0.3724, -1.8645, 0.7627], [-2.1403, 0.6856, -1.3237], [-2.1008, 0.0648, 0.2407], [0.2389, 0.4479, -1.5352], [2.0157, 1.3230, -0.4107], [0.9873, 1.4595, 1.0662], [0.2446, -2.3379, 1.4258]], "forces_ev_per_a": [[0.27, 0.66, 0.37], [0.73, 0.63, 0.30], [-0.48, 0.28, 0.12], [0.12, -0.10, 0.34], [-0.20, -0.33, 0.12], [0.37, 0.18, -0.34], [0.54, -0.10, 0.17], [0.36, 0.02, -0.22], [-0.62, -1.03, -0.95], [-0.94, -0.02, -0.04], [0.00, -0.14, 0.23], [-0.14, -0.05, -0.08]], "gap_ev": 10.202, "e_above_lowest_kcal_mol": 57.7, "energy_ev": -8234.1951, "largest_force_ev_per_a": 1.53, "e_lumo_ha": 0.036}



# 4
{"formula": "C3H6N2O", "method": "ωB97M-V/def2-TZVPD", "symbols": ["C", "C", "C", "N", "N", "O", "H", "H", "H", "H", "H", "H"], "coordinates": [[-3.0748, -0.3605, -0.4265], [1.1300, 0.0058, 0.0215], [-0.0779, -0.0623, 0.5790], [-2.4679, 0.5701, -0.1715], [1.7677, 1.1712, -0.3532], [1.8713, -1.0958, -0.3139], [-3.6054, -1.2503, -0.6422], [1.3740, -1.8868, -0.0805], [-0.5865, 0.8198, 0.8980], [-0.5307, -1.0106, 0.8022], [1.4287, 2.0039, 0.0968], [2.7714, 1.0955, -0.4096]], "forces_ev_per_a": [[-0.38, -0.45, -0.10], [6.30, 0.41, -4.53], [-5.10, -0.28, 3.01], [-0.09, 0.74, -0.12], [-0.66, -0.73, 0.48], [-0.11, 0.16, 0.36], [-0.20, -0.26, -0.10], [0.03, -0.18, 0.20], [0.00, 0.26, 0.39], [-0.10, -0.14, 0.13], [-0.04, 0.41, 0.31], [0.35, 0.05, -0.01]], "gap_ev": [4.211, 9.397], "e_above_lowest_kcal_mol": 30.1, "s_squared": 2.005, "multiplicity": 3, "energy_ev": -8229.8660, "largest_force_ev_per_a": 7.78, "e_lumo_ha": [0.034, -0.049]}



# 5
{"formula": "C3H6N2O", "method": "ωB97M-V/def2-TZVPD", "symbols": ["C", "C", "N", "C", "N", "H", "H", "H", "H", "H", "H", "O"], "coordinates": [[0.9468, 1.0318, 0.2215], [2.1395, 0.4640, 0.7770], [1.9965, -0.8426, 0.9524], [0.7278, -1.1016, 0.5807], [0.0590, 0.0242, 0.1952], [0.9659, 1.9219, -0.3931], [3.1115, 0.8991, 0.9523], [0.2117, -2.0467, 0.4822], [-0.8269, 0.1211, -0.2993], [-2.7802, 0.3676, -1.5872], [-3.6880, -0.6345, -1.0690], [-2.8637, -0.2043, -0.8127]], "forces_ev_per_a": [[0.60, -0.25, -0.42], [0.81, -1.18, 0.23], [-0.73, 0.09, 0.05], [-0.29, 0.03, -0.06], [0.37, 1.38, -0.82], [-0.81, 0.25, 0.40], [-0.16, 0.43, 0.01], [0.34, -0.20, 0.34], [-0.40, -0.68, 0.36], [0.24, 0.27, 0.08], [-0.10, -0.48, 0.57], [0.12, 0.35, -0.73]], "gap_ev": [11.512, 7.798], "e_above_lowest_kcal_mol": 4.6, "s_squared": 0.763, "multiplicity": 2, "energy_ev": -8227.2132, "largest_force_ev_per_a": 1.64, "charge": 1, "e_lumo_ha": [-0.158, -0.299]}



# 6
{"formula": "C3H6N2O2", "method": "ωB97M-V/def2-TZVPD", "symbols": ["N", "C", "O", "C", "O", "C", "N", "H", "H", "H", "H", "H", "H"], "coordinates": [[0.7250, -1.9886, -0.0111], [0.3322, -0.7301, 0.1122], [0.4868, -0.0199, -0.9871], [-0.3775, -0.2026, 1.3102], [-1.5467, 0.0041, 0.6693], [-0.2175, 1.1953, -1.0996], [0.4485, 2.2505, -0.9565], [0.9864, -2.3695, -0.9104], [0.7464, -2.5920, 0.7969], [0.1693, 0.6633, 1.7549], [-0.3867, -1.0022, 2.0881], [-1.2634, 1.0270, -1.3463], [-0.1466, 3.0536, -1.1515]], "forces_ev_per_a": [[-0.05, 0.14, 0.04], [0.05, -0.31, -0.22], [0.06, -0.17, 0.22], [0.43, -0.13, 0.15], [-0.11, 0.00, 0.04], [0.19, 0.59, 0.18], [-0.45, -0.57, -0.18], [-0.07, 0.13, 0.11], [-0.09, 0.17, -0.13], [-0.29, -0.06, -0.17], [0.05, 0.17, -0.10], [0.26, 0.07, -0.02], [0.02, -0.02, 0.05]], "gap_ev": 8.874, "e_above_lowest_kcal_mol": 89.3, "energy_ev": -10280.9271, "largest_force_ev_per_a": 0.75, "e_lumo_ha": 0.021}



# 7
{"formula": "C3H6N2O2", "method": "ωB97M-V/def2-TZVPD", "symbols": ["C", "C", "O", "C", "O", "N", "N", "H", "H", "H", "H", "H", "H"], "coordinates": [[-2.2322, 0.4502, 0.1563], [-1.0663, -0.4552, -0.0845], [-1.1210, -1.6501, -0.2498], [0.2886, 0.2574, -0.0089], [0.4533, 1.4337, -0.2954], [1.2895, -0.5807, 0.3257], [2.5932, -0.3042, -0.2433], [-2.1896, 0.8196, 1.1837], [-3.1664, -0.0822, 0.0012], [-2.1476, 1.3232, -0.4920], [1.4500, -1.5008, -0.2151], [3.2907, -0.3753, 0.4947], [2.5579, 0.6642, -0.5726]], "forces_ev_per_a": [[-0.15, -0.05, -0.26], [-0.39, -0.04, 0.80], [0.04, 0.45, -0.18], [0.22, 0.32, -1.00], [-0.28, -0.48, 0.32], [2.45, -3.44, -1.95], [1.03, 2.25, 0.27], [0.08, -0.02, 0.00], [0.00, 0.02, -0.05], [-0.08, -0.02, 0.03], [-3.03, 0.84, 1.91], [-0.19, 0.25, -0.02], [0.33, -0.10, 0.13]], "gap_ev": 9.861, "e_above_lowest_kcal_mol": 69.1, "energy_ev": -10281.8018, "largest_force_ev_per_a": 4.65, "e_lumo_ha": 0.005}



# 8
{"formula": "C3H6N2O2", "method": "ωB97M-V/def2-TZVPD", "symbols": ["N", "C", "O", "C", "N", "C", "O", "H", "H", "H", "H", "H", "H"], "coordinates": [[-1.5575, 0.9133, -0.2400], [-1.3406, -0.4125, -0.0051], [-2.1660, -1.2757, -0.2379], [0.0286, -0.7945, 0.6138], [1.2497, -0.5087, -0.3640], [1.6601, 0.7579, -0.1729], [1.0875, 1.4405, 0.6663], [-2.3662, 1.1761, -0.7880], [-0.8394, 1.5940, -0.0379], [0.0291, -1.8554, 0.8198], [0.0518, -0.2835, 1.6223], [1.7369, -1.0237, -1.1402], [2.5016, 1.1764, -0.7706]], "forces_ev_per_a": [[0.13, -0.27, -0.08], [0.25, -0.16, -0.28], [0.14, 0.20, 0.03], [0.40, -0.47, -0.74], [-0.49, 0.56, 0.81], [-0.23, 0.49, 0.48], [0.71, 1.03, -0.35], [0.15, -0.15, 0.26], [-0.04, -0.14, 0.03], [-0.15, -0.23, -0.33], [0.93, -0.31, -1.47], [-1.47, 0.01, 1.53], [-0.31, -0.56, 0.10]], "gap_ev": 10.520, "e_above_lowest_kcal_mol": 30.8, "energy_ev": -10283.4639, "largest_force_ev_per_a": 2.12, "e_lumo_ha": 0.028}



# 9
{"formula": "C3H6N2O2", "method": "ωB97M-V/def2-TZVPD", "symbols": ["C", "C", "C", "N", "N", "O", "O", "H", "H", "H", "H", "H", "H"], "coordinates": [[0.5305, 0.6464, -0.4244], [1.5245, -0.3733, 0.2269], [-0.7753, -0.1312, -0.4578], [0.6439, -1.5692, 0.2215], [-0.4970, -1.4708, -0.1404], [-1.8721, 0.1540, -1.0808], [-1.3802, 0.3068, 1.4908], [0.3720, 1.6470, 0.0163], [1.0838, 0.9039, -1.4362], [2.3566, -0.5948, -0.3629], [1.9095, -0.2127, 1.2282], [-2.1264, 1.1027, -1.2822], [-1.7698, -0.4088, 2.0009]], "forces_ev_per_a": [[1.90, 1.50, -1.44], [-3.63, 0.80, 0.28], [-0.17, 2.62, 3.02], [3.42, -2.39, 1.36], [-1.85, -0.01, -0.93], [-0.88, 0.55, -1.28], [1.15, 0.50, -2.13], [0.14, -0.74, 0.31], [-1.93, -0.66, 1.31], [1.21, -0.38, -1.17], [-0.51, 0.22, 0.28], [1.15, -1.51, 0.75], [0.01, -0.48, -0.38]], "gap_ev": 8.974, "e_above_lowest_kcal_mol": 127.7, "energy_ev": -10279.2578, "largest_force_ev_per_a": 4.39, "e_lumo_ha": -0.009}



# 10
{"formula": "C3H6N2O2", "method": "ωB97M-V/def2-TZVPD", "symbols": ["H", "N", "C", "N", "C", "O", "C", "O", "H", "H", "H", "H", "H"], "coordinates": [[-0.6355, 0.4547, -2.8916], [-0.7673, 0.8728, -1.9741], [-0.4490, 0.1191, -1.0075], [-0.0191, -1.1662, -1.0622], [-0.6132, 0.7062, 0.3548], [-0.9002, -0.1320, 1.4515], [0.3452, 0.4794, 1.4486], [1.4507, -0.3151, 1.2499], [0.2332, -1.5685, -1.9480], [0.3539, -1.5965, -0.2274], [-1.1525, 1.6485, 0.3395], [0.4778, 1.2633, 2.1944], [1.6760, -0.7659, 2.0721]], "forces_ev_per_a": [[0.09, -0.15, 0.07], [-0.21, 0.63, -0.36], [-0.05, -0.27, 0.06], [0.12, -0.58, 0.21], [0.47, 0.64, -0.19], [-0.62, -0.89, 0.58], [0.13, 0.75, -0.02], [0.16, -0.25, -0.10], [-0.02, 0.07, 0.04], [-0.06, 0.16, -0.26], [0.02, -0.08, -0.09], [0.00, -0.14, 0.01], [-0.02, 0.11, 0.04]], "gap_ev": 9.830, "e_above_lowest_kcal_mol": 58.0, "energy_ev": -10282.2842, "largest_force_ev_per_a": 1.23, "e_lumo_ha": 0.023}